--- P ---
{"formula": "C4H7N2", "method": "ωB97M-V/def2-TZVPD", "orbital_gap_ev": 9.51, "smiles": "[H]/N=C1/C=[N+](C)C1", "charge": 1, "species": ["H", "N", "C", "H", "H", "C", "H", "N", "C", "H", "H", "C", "H"], "coordinates": [[-1.8218, -0.3592, 0.6927], [3.0593, 0.2216, -0.0079], [0.8145, 1.1359, -0.0091], [0.5321, -1.5094, 0.9096], [0.7024, 2.1653, -0.0189], [-1.5669, 0.4513, 0.0368], [-1.6839, 1.3366, 0.5306], [-0.1883, 0.3374, -0.1048], [1.8588, 0.0724, 0.0382], [3.6931, -0.5709, 0.0215], [-1.9295, 0.5251, -1.0268], [0.6111, -0.9118, 0.0385], [0.6378, -1.7443, -0.6323]], "mulliken_charge": [0.3163, -0.4652, -0.2066, 0.3371, 0.5119, -0.7234, 0.3745, 0.1558, 0.2641, 0.2940, 0.3099, -0.5441, 0.3758]}

=====

--- Q ---
{"formula": "C4H7N2", "method": "ωB97M-V/def2-TZVPD", "orbital_gap_ev": 7.63, "smiles": "[H]/N=C\\C(=C)C=[NH2+]", "charge": 1, "species": ["C", "N", "H", "H", "H", "C", "C", "N", "C", "H", "H", "H", "H"], "coordinates": [[-0.2326, 1.6362, 0.0998], [-1.9432, -0.8193, -0.0295], [2.2312, -1.7431, -0.3449], [-2.6676, -0.1324, -0.1175], [2.3629, 1.0559, 0.2146], [0.2344, 0.3780, 0.1929], [1.8469, 0.1830, 0.1358], [2.5169, -0.8299, -0.0968], [-0.6586, -0.7488, 0.1057], [0.1620, 2.6224, 0.3146], [-0.1908, -1.7198, 0.1640], [-2.3911, -1.6799, -0.3413], [-1.2701, 1.7977, -0.2974]], "mulliken_charge": [-0.6843, -0.2903, 0.2160, 0.2383, 0.4623, 0.4107, -0.1051, -0.5412, 0.2275, 0.3221, 0.3139, 0.2896, 0.1404]}

=====

Stability check: which of them is least stable? P.

=====

--- P ---
{"formula": "C4H7N2", "method": "ωB97M-V/def2-TZVPD", "orbital_gap_ev": 10.99, "charge": 1, "species": ["C", "C", "N", "H", "C", "H", "H", "C", "H", "H", "N", "H", "H"], "coordinates": [[-1.3924, -0.0546, -0.1389], [0.3887, 0.7254, -1.2109], [0.7219, 0.5948, 1.1830], [0.3682, -1.5221, 1.3684], [0.8562, -0.7333, 0.6242], [1.8766, -0.8270, 0.1490], [-2.0199, 0.2972, -1.0401], [-0.1784, 0.9349, 0.1152], [1.3994, 0.8246, -1.3592], [0.2615, 0.6912, 2.0571], [-0.1231, -0.4613, -0.6256], [-0.1706, 1.1848, -2.0820], [-1.8759, -0.6214, 0.7023]], "mulliken_charge": [-0.1697, -0.2312, -0.3363, 0.3251, -0.3116, 0.2899, 0.2567, 0.1739, 0.2485, 0.3109, -0.0229, 0.2118, 0.2548]}

=====

--- Q ---
{"formula": "C4H7N2", "method": "ωB97M-V/def2-TZVPD", "orbital_gap_ev": 9.11, "charge": 1, "species": ["N", "C", "H", "C", "H", "H", "C", "H", "H", "C", "H", "H", "N"], "coordinates": [[1.9011, -0.9672, -1.2944], [-1.5171, 0.0035, 0.4709], [-2.0194, -0.6152, 1.2006], [-0.4018, 0.9636, 0.7134], [0.1998, -1.0089, 1.1795], [4.0489, -0.9907, -1.0954], [3.0617, -1.1052, -1.4070], [-0.2328, -0.4360, -1.7655], [-2.2040, 0.0889, -0.3643], [0.0795, -1.0010, -0.9384], [-0.2596, 1.6247, -0.1512], [0.0424, 1.4156, 1.7137], [-0.1495, -0.4228, 0.3262]], "mulliken_charge": [-0.1638, -0.4717, 0.2630, -0.1290, 0.3687, 0.3594, 0.0900, 0.2888, 0.2615, -0.3716, 0.2327, 0.2776, -0.0057]}

=====

--- R ---
{"formula": "C4H7N2", "method": "ωB97M-V/def2-TZVPD", "orbital_gap_ev": 8.68, "smiles": "C/[NH+]=C/C1=NC1", "charge": 1, "species": ["C", "H", "H", "H", "H", "C", "H", "C", "C", "H", "N", "N", "H"], "coordinates": [[1.9671, 0.4130, -0.0238], [1.9717, -0.4604, -0.5806], [0.3481, 1.1630, 1.1665], [2.4328, 0.3500, 0.9248], [-2.8464, -1.0628, 1.0236], [-1.7280, 0.3127, -0.1172], [-3.7869, -0.8583, -0.6863], [-3.0544, -0.5209, 0.0854], [-0.4671, 0.0957, -0.4710], [2.2510, 1.3241, -0.4474], [0.5505, 0.5350, 0.2502], [-2.8392, 0.8928, 0.0632], [-0.2004, -0.1880, -1.4883]], "mulliken_charge": [-0.8017, 0.3526, 0.3513, 0.3219, 0.2433, -0.0201, 0.2705, -0.2233, 0.2964, 0.3370, -0.2089, -0.3010, 0.3820]}

=====

--- S ---
{"formula": "C4H7N2", "method": "ωB97M-V/def2-TZVPD", "orbital_gap_ev": 9.40, "smiles": "C=NC[N+]1=CC1", "charge": 1, "species": ["H", "H", "N", "H", "H", "H", "N", "H", "H", "C", "C", "C", "C"], "coordinates": [[0.5179, -1.8307, -0.3626], [-0.1432, -1.3713, 0.9688], [-1.1414, -0.4328, -0.3670], [-0.9450, 1.7260, -0.9744], [2.7627, -0.5706, -0.8246], [2.5934, 1.3493, -0.4276], [0.9423, 0.2378, -0.1071], [-3.1918, -0.1071, -0.2301], [-2.2928, 0.3280, 1.3741], [-2.3296, 0.0922, 0.2544], [0.1461, -0.9492, 0.0674], [2.2166, 0.3026, -0.4541], [-1.2935, 0.8420, -0.5801]], "mulliken_charge": [0.4018, 0.3393, -0.0210, 0.4015, 0.2659, 0.2718, -0.3987, 0.2953, 0.2594, -0.2754, -0.3640, -0.2026, 0.0268]}

=====

Stability check: which of them is least stable? Q.

=====

--- P ---
{"formula": "C6H12", "method": "ωB97M-V/def2-TZVPD", "orbital_gap_ev": 8.29, "species": ["H", "H", "C", "H", "C", "C", "C", "H", "H", "H", "H", "H", "H", "H", "H", "C", "H", "C"], "coordinates": [[-2.2106, -0.2605, 1.4262], [0.0332, 2.2241, -1.4111], [0.8743, 0.2210, -1.4566], [-2.3997, -2.0320, 1.2057], [-1.6948, -1.2405, 1.4760], [1.5133, 0.1681, -0.0646], [0.4693, -0.1537, 1.0200], [0.5367, -0.7930, -1.6980], [-0.0175, 0.7596, 1.4049], [-1.4223, -1.3612, 2.5379], [0.9750, -0.5915, 1.9048], [2.0065, 1.1221, 0.1671], [-1.0819, 0.9916, -0.8194], [-0.7681, 1.1270, -2.5483], [2.2951, -0.6016, -0.0615], [-0.2973, 1.1901, -1.5629], [1.6333, 0.4975, -2.1976], [-0.4446, -1.2669, 0.6773]], "mulliken_charge": [0.2915, 0.2825, -0.5419, 0.3075, -1.0401, -0.6460, -0.5495, 0.3616, 0.3859, 0.3389, 0.3945, 0.3121, 0.2355, 0.3311, 0.3116, -1.0295, 0.3698, -0.1154]}

=====

--- Q ---
{"formula": "C6H12", "method": "ωB97M-V/def2-TZVPD", "orbital_gap_ev": 8.87, "species": ["H", "C", "C", "H", "H", "C", "C", "C", "H", "C", "H", "H", "H", "H", "H", "H", "H", "H"], "coordinates": [[-0.8989, -1.5203, 1.2809], [1.8355, 0.9776, -0.5751], [-1.7177, 1.0363, 0.5518], [-1.1604, -2.7225, -0.0614], [2.6220, 1.5059, -0.0254], [-1.2138, -0.6293, -0.7680], [0.2250, -0.9740, -0.5293], [1.2992, -0.2110, 0.2205], [-2.0612, 1.9868, 0.1320], [-0.8663, -1.7086, 0.2082], [-2.4516, 0.6083, 1.2334], [2.1191, -0.9060, 0.4434], [-0.7420, 1.1574, 1.0110], [2.2585, 0.6438, -1.5294], [0.6274, -1.4567, -1.4247], [-1.8337, 0.4001, -0.5612], [1.0363, 1.6926, -0.8025], [0.9227, 0.1197, 1.1959]], "mulliken_charge": [0.2036, -1.1142, -0.9710, 0.2844, 0.3498, -0.4816, 0.0169, -0.6338, 0.3557, -0.7166, 0.3050, 0.3130, 0.2104, 0.3385, 0.3837, 0.5548, 0.2710, 0.3305]}

=====

Stability check: which of them is least stable? Q.

=====

--- P ---
{"formula": "C2H2N4O2", "method": "ωB97M-V/def2-TZVPD", "orbital_gap_ev": 9.07, "smiles": "C=Nn1onnc1=O", "species": ["N", "N", "O", "C", "N", "O", "H", "C", "H", "N"], "coordinates": [[-1.1440, 1.4959, -1.1337], [0.7041, -0.8031, 0.5538], [0.0151, 1.1290, -0.4511], [1.7445, -0.1890, 1.0049], [-0.2649, -0.1537, 0.0181], [-1.8808, -1.6561, -0.4797], [2.3688, -0.6914, 1.6987], [-1.3764, -0.5906, -0.6880], [1.7832, 0.9030, 0.8093], [-1.9495, 0.5558, -1.3323]], "mulliken_charge": [0.0232, -0.6182, -0.1574, -0.2990, 0.6869, -0.4759, 0.3016, 0.4584, 0.2748, -0.1942]}

=====

--- Q ---
{"formula": "C2H2N4O2", "method": "ωB97M-V/def2-TZVPD", "orbital_gap_ev": 9.44, "smiles": "O=c1nn[nH]c(O)n1", "species": ["N", "O", "O", "N", "C", "H", "N", "C", "N", "H"], "coordinates": [[0.6966, 0.6597, 0.9663], [1.8676, 0.3908, -1.0792], [-0.6391, 0.8429, 2.7270], [-1.5791, -0.2712, -0.3951], [0.7323, 0.0829, -0.2150], [1.5501, -0.4628, -1.6805], [-1.6589, 0.5039, 0.6476], [-0.5146, 0.6676, 1.5029], [-0.2342, -0.7816, -0.8376], [-0.2207, -1.6322, -1.6364]], "mulliken_charge": [-0.3301, -0.4193, -0.5346, -0.1876, 0.4115, 0.3857, -0.0717, 0.5417, -0.1630, 0.3674]}

=====

--- R ---
{"formula": "C2H2N4O2", "method": "ωB97M-V/def2-TZVPD", "orbital_gap_ev": 9.66, "smiles": "O=c1nn[nH]c(=O)[nH]1", "species": ["C", "N", "H", "N", "C", "N", "N", "O", "H", "O"], "coordinates": [[-0.0125, 1.0758, -0.9449], [-0.5350, -0.2392, -0.7781], [0.3217, -0.7597, 2.3381], [1.2566, 0.7549, 0.9890], [-0.2840, -1.1341, 0.2626], [0.3185, -0.3895, 1.4273], [1.2370, 1.3944, -0.1286], [-0.6717, 1.8142, -1.7156], [-1.2582, -0.0793, -1.6147], [-0.3724, -2.4375, 0.1648]], "mulliken_charge": [0.5127, -0.1769, 0.2338, -0.1214, 0.4335, -0.0571, -0.0970, -0.5377, 0.3515, -0.5414]}

=====

--- S ---
{"formula": "C2H2N4O2", "method": "ωB97M-V/def2-TZVPD", "orbital_gap_ev": 9.96, "species": ["C", "C", "H", "N", "N", "O", "H", "O", "N", "N"], "coordinates": [[-1.3376, -0.2977, 0.0657], [-0.0281, 0.1782, -0.2472], [2.9989, 0.5502, 0.6227], [1.8193, 0.4052, -1.3420], [0.8510, 0.6459, 0.7668], [-2.0469, 0.0624, 1.1529], [-2.7478, -1.1373, 1.0429], [-1.9229, -1.2727, -0.5878], [0.5202, 0.0832, -1.5012], [1.8939, 0.7826, 0.0273]], "mulliken_charge": [0.6905, 0.3769, 0.3859, -0.2938, -0.3518, -0.5834, 0.4803, -0.6349, -0.1579, 0.0882]}

=====

Stability check: which of them is least stable? P.

=====

--- P ---
{"formula": "C2H2N4O2", "method": "ωB97M-V/def2-TZVPD", "orbital_gap_ev": 9.26, "smiles": "O/N=c1/nnnco1", "species": ["O", "N", "H", "O", "H", "N", "C", "N", "N", "C"], "coordinates": [[-0.0957, -0.7152, 0.0764], [2.0395, 0.1023, 0.6629], [-2.0347, -0.9750, -0.5101], [-2.4468, -0.1941, -0.9309], [1.4243, -1.8922, 0.7551], [-1.6137, 0.8476, -0.7279], [1.2119, -0.8419, 0.5102], [0.4225, 1.6460, 0.0164], [1.5584, 1.4396, 0.4376], [-0.4658, 0.5828, -0.2898]], "mulliken_charge": [-0.3603, -0.2552, 0.3714, -0.3152, 0.3907, -0.2742, 0.1110, -0.0304, -0.2612, 0.6234]}

=====

--- Q ---
{"formula": "C2H2N4O2", "method": "ωB97M-V/def2-TZVPD", "orbital_gap_ev": 9.87, "smiles": "Oc1nnnc(O)n1", "species": ["N", "O", "N", "C", "C", "H", "H", "N", "O", "N"], "coordinates": [[0.6699, 0.2676, -0.1511], [0.0891, 0.5784, -2.3316], [-1.1169, -0.2426, 1.5283], [-0.3394, 0.2917, -1.0706], [0.2495, -0.2232, 0.9451], [2.0193, -0.6666, 1.5685], [1.0057, 1.0047, -2.0637], [-1.6151, -0.0546, -0.7960], [1.0668, -0.7181, 1.8676], [-2.0288, -0.2372, 0.5036]], "mulliken_charge": [-0.4837, -0.4456, -0.1532, 0.6062, 0.5702, 0.3593, 0.4171, -0.2253, -0.4494, -0.1957]}

=====

Stability check: which of them is least stable? P.

=====

--- P ---
{"formula": "C7H17NO", "method": "ωB97M-V/def2-TZVPD", "orbital_gap_ev": 8.50, "species": ["H", "H", "H", "H", "H", "N", "C", "H", "H", "C", "H", "H", "C", "H", "C", "H", "C", "H", "C", "H", "H", "H", "H", "H", "O", "C"], "coordinates": [[2.3597, 0.8700, -1.1315], [-2.6487, 1.8160, 0.8168], [1.0838, 1.9024, 0.4197], [3.2283, -0.6055, -1.5045], [-0.9488, -2.4458, -0.5434], [-3.3204, -0.1482, 0.7502], [-2.4925, 0.9030, 0.2403], [-2.8448, -0.6157, 1.5227], [-3.4468, -0.8790, 0.0544], [2.2179, -0.1839, -1.3870], [3.0497, -1.3292, 1.0514], [1.4458, -1.4193, 1.7771], [0.0565, 1.8885, 0.0511], [1.7415, -0.2414, -2.3712], [-0.6419, 0.5984, 0.4204], [0.0621, 2.0446, -1.0307], [-0.4497, -0.5741, -0.4124], [-0.4399, 2.7459, 0.5168], [2.0464, -0.8765, 1.0405], [2.1700, 0.1527, 1.3936], [-2.7191, 1.1150, -0.8055], [1.3692, -1.9881, -0.6402], [-0.6754, -0.4318, -1.4703], [-0.5573, 0.3667, 1.4843], [-1.0667, -1.7290, 0.0972], [1.4210, -0.9358, -0.3399]], "mulliken_charge": [0.2330, 0.3386, 0.2948, 0.4350, 0.3682, -0.6252, -0.8475, 0.2855, 0.3176, -1.4155, 0.4420, 0.3237, -1.6082, 0.3397, 0.3819, 0.3076, -0.2286, 0.4491, -1.4240, 0.2292, 0.3985, 0.2645, 0.3289, 0.2760, -0.5338, 0.6689]}

=====

--- Q ---
{"formula": "C7H17NO", "method": "ωB97M-V/def2-TZVPD", "orbital_gap_ev": 10.15, "smiles": "C[C@H](O)C(C)(C)[C@@H](C)N", "species": ["H", "H", "H", "C", "H", "H", "H", "C", "C", "C", "H", "H", "H", "H", "H", "C", "C", "H", "H", "C", "H", "H", "H", "O", "N", "H"], "coordinates": [[1.4117, -1.8539, -1.5112], [2.1794, 1.0241, 0.7760], [0.2127, -2.7525, -0.5737], [1.6983, 0.5658, -0.0857], [2.3537, -0.2252, -0.4400], [-1.4794, 0.6570, 1.2813], [1.6067, 1.3057, -0.8776], [0.5385, -0.9983, 1.4604], [-0.3302, -0.6747, -0.9202], [-1.0490, 2.1326, -0.2048], [0.6976, 2.3798, 1.5898], [-1.7007, 1.6453, -0.9207], [-1.6052, 2.9278, 0.2871], [-0.1003, -2.3484, -2.2610], [-1.9072, -1.5173, 0.0650], [0.3488, -1.9885, -1.3357], [-0.5914, 1.1304, 0.8531], [-2.1898, -1.2507, -1.5211], [1.3347, -1.7027, 1.2346], [0.3313, -0.0045, 0.3113], [-0.2027, 2.5770, -0.7251], [-0.3747, -1.5501, 1.6702], [-0.2425, 0.0242, -1.7612], [0.0112, 1.8019, 1.9416], [-1.7592, -0.8568, -0.6911], [0.8077, -0.4480, 2.3588]], "mulliken_charge": [0.3557, 0.5030, 0.3073, -2.0648, 0.4701, 0.5026, 0.3846, -2.0903, -0.1907, -1.4074, 0.3867, 0.3396, 0.3967, 0.4328, 0.2316, -1.5663, -0.0933, 0.2953, 0.4257, 1.8599, 0.2869, 0.3900, 0.4412, -0.5771, -0.5011, 0.4813]}

=====

--- R ---
{"formula": "C7H17NO", "method": "ωB97M-V/def2-TZVPD", "orbital_gap_ev": [7.35, 7.40], "species": ["C", "H", "C", "H", "H", "H", "C", "H", "C", "O", "H", "C", "H", "H", "H", "H", "N", "C", "H", "H", "H", "C", "H", "H", "H", "H"], "coordinates": [[-1.1929, -1.2394, -0.7180], [1.3980, -1.6754, -0.7213], [-0.2853, -1.0373, 0.4826], [1.4553, 0.2061, -0.6253], [-0.8388, -2.8048, 1.6115], [2.6921, 0.2857, -1.8435], [1.8922, 0.9406, -1.5067], [-1.8298, -1.3832, 1.9432], [-0.8124, -1.7191, 1.7368], [2.0588, -1.2880, 1.1502], [-1.7195, 2.8783, -0.3381], [-0.8912, 2.3296, -0.8125], [2.2909, 1.8985, -1.2038], [-1.5942, 0.8849, 1.1911], [1.7559, -0.8857, 1.9740], [-2.1832, -0.8326, -0.5145], [-0.0019, 1.7616, 0.1596], [-0.5078, 0.8892, 1.0232], [-1.3367, 1.5751, -1.4749], [-1.3116, -2.2995, -0.9502], [1.1457, 1.0744, -2.2771], [1.0862, -1.1763, 0.1876], [0.0540, 0.8252, 1.9543], [-0.7941, -0.7384, -1.5980], [-0.1946, -1.5013, 2.6079], [-0.3351, 3.0318, -1.4381]], "mulliken_charge": [-1.6850, 0.6014, 1.1284, 0.3215, 0.3555, 0.3675, -1.1178, 0.4031, -1.5317, -0.5534, 0.3633, -0.9045, 0.3264, 0.4841, 0.3853, 0.3794, -0.3862, -0.6303, 0.2612, 0.4266, 0.3104, -0.6384, 0.3834, 0.3194, 0.3587, 0.2717]}

=====

Stability check: which of them is least stable? R.